1.
94
Properties=species:S:1:pos:R:3 method="wB97M-V/def2-TZVPD" lumo_energy_ha=-0.0262 smiles="CCOC1=C(c2ccncc2)C(=O)c2c(cc(CCC(F)=C(F)F)c(CB(O)O)c2OCCNC[C@@H](C)O)C1=O.CNC(C)=O.CNC(C)=O"
H -2.3962 4.2103 2.8040
H 4.9755 -4.4149 1.1776
C 5.3250 -6.5278 0.6072
H 6.4165 -6.4093 0.8488
H 4.2365 -3.7695 4.4474
H 2.7856 -5.6115 -5.4439
H 0.9180 0.4064 2.2945
C 1.3282 -3.5933 -0.3470
C -5.1529 4.1426 1.8088
C 3.6512 -7.7712 -0.0996
C 4.5127 -5.3634 0.8247
C 0.6991 2.3860 0.4253
C 1.9533 -2.4435 -5.5567
C 3.0712 -5.4305 0.5837
O -8.6084 5.6809 2.9723
C -7.9552 6.6812 3.2270
C -2.5365 3.1289 2.7537
H -1.1221 3.6323 -2.4828
H -7.4761 7.6351 5.0856
H -5.3053 5.0517 1.2240
C -3.0921 2.7423 1.4081
H -1.8389 1.1966 -1.1384
H 3.3295 -2.3666 3.8000
H -0.3983 -0.9073 -3.8201
C 0.9350 0.3108 -1.2325
H 0.0027 -2.1405 -6.1544
H 2.8258 -4.1642 6.1951
H -1.1563 -3.3144 -4.4800
O -2.4904 1.9936 0.6456
H -6.1151 3.6522 1.9626
C -0.0695 -3.0682 -4.2932
N -7.9621 7.7364 2.3676
C 2.0501 -3.7087 2.0883
F 5.3059 1.9760 0.5563
H -6.5991 9.1151 1.6305
F 3.7455 2.7684 2.0736
H 1.9203 -2.6128 5.7277
C 1.1264 -2.4673 2.3216
N 4.9944 -7.7731 0.1492
H 2.4834 -3.8109 -3.8098
H 3.3752 -4.3655 -6.7157
C 1.1495 -2.0446 -0.2189
F 3.7141 2.3445 -1.4974
C 0.8648 1.2071 -2.4986
C 4.0611 2.4758 0.7879
N -4.2962 3.2498 1.0513
H 3.2670 -8.7409 -0.5184
H -4.6044 2.9472 0.1385
H 1.3823 -4.2443 5.1146
O -1.7763 1.0506 -2.1099
C -7.2589 8.9980 2.4924
O -0.9093 3.0395 -3.2261
H -7.9924 9.8063 2.4911
H 4.7263 -2.7603 -5.1662
H 2.0805 -1.4274 -5.0869
H -4.7228 4.4019 2.7723
H -0.2784 2.7004 -0.0457
C 2.8841 -3.4432 -4.7831
H -3.2108 2.7992 3.5456
O 0.4934 -2.2618 3.3281
H 1.5097 2.1180 -2.4450
H 1.5946 -6.9407 -0.1466
H 1.4984 3.7627 -1.1573
H 1.9047 4.2110 0.5185
C 2.6637 -6.7420 0.0870
O 1.2049 -1.7413 -2.6165
H -6.6706 9.0486 3.4043
C 1.8226 3.3236 -0.1756
C -0.0584 -1.8454 -3.3095
B -0.6662 1.7662 -2.6182
C 3.2320 2.6930 -0.2428
H -1.5717 2.6469 2.8976
H -7.2184 5.8847 5.0612
C 3.3719 -4.6807 -5.6433
H -0.8382 -2.0665 -2.5195
H 2.3739 -2.3586 -6.6026
O 0.8548 -4.2415 -1.2464
C 3.2112 -3.4297 4.1224
O 4.0829 -2.6896 -4.4434
C 0.8567 0.8712 0.1067
C 1.0697 -1.4685 1.1267
C -7.1238 6.7989 4.4791
O 2.7815 -4.3325 3.0775
H 0.3508 -3.9806 -3.7898
H 0.5699 2.4984 1.5364
N 0.5292 -2.8290 -5.6133
H 1.1390 0.6356 -3.4311
C 1.0836 -1.1552 -1.3719
H -6.0725 6.9387 4.2192
C 0.9465 -0.0382 1.2693
C 2.1429 -4.2370 0.8241
H -8.5395 7.5861 1.5537
H 4.4267 -4.8947 -5.3052
C 2.2720 -3.6222 5.3873

***

2.
87
Properties=species:S:1:pos:R:3 method="wB97M-V/def2-TZVPD" lumo_energy_ha="0.0124 / 0.0119" s_squared=6.091 multiplicity=5
H -4.4294 4.4893 -0.3894
H -1.1347 -0.3031 -3.2851
H -0.0304 0.9208 4.7279
H 4.8454 3.0622 -0.9113
C -3.5736 3.8293 -0.3568
C 0.2593 1.4731 3.8446
C -3.3914 -3.2942 -1.4947
C -3.0922 -2.0026 -0.7365
H 3.0684 -0.4245 -2.7491
H -4.1740 -0.4530 1.3719
C 3.1605 1.7408 -0.9482
H -3.3411 -3.0772 -2.5618
C 0.1704 -3.0396 -2.6034
C -4.0321 -1.4923 1.6551
C 0.9339 2.7813 1.5435
N -1.3933 2.0912 -0.3210
H 6.2638 1.3871 0.3327
C -0.2052 0.0776 -2.8678
H 0.9646 3.2168 4.8982
C 1.3525 -1.8787 0.7801
C 3.3337 -0.4702 0.0412
C 2.4803 -1.0074 1.2659
H -0.4943 0.8175 -2.0939
C -3.5514 2.7290 0.4904
C 0.1087 0.9132 2.5926
H 3.4063 -1.3438 -0.6279
H 1.5618 4.4036 2.7977
O -1.6612 -1.6210 1.1420
C -2.4481 1.8992 0.4709
C -2.9503 -2.1822 0.8310
H 0.9984 -3.6392 -2.9881
C 2.4882 -1.3362 -2.8728
H -3.8089 -4.1726 0.9964
H 1.8078 -4.6862 2.6391
C 0.8064 2.7460 3.9371
N 1.0140 2.8713 -0.9982
H 4.0634 -1.0492 2.7879
H -0.0786 2.9845 -2.7639
H -2.6586 -4.0687 -1.2781
H 3.6445 -3.3066 3.6085
C 1.2415 3.5641 0.2745
C -2.4523 4.0739 -1.1353
B -0.9521 -1.4442 -0.0338
C 2.2666 2.6653 -1.7411
C 4.7379 -0.0639 0.4067
Fe 0.5710 0.7470 -0.6395
Si 0.7921 -1.3203 -2.0251
H 2.0690 -0.0828 1.6638
H -2.4004 4.9554 -1.7626
H -2.0385 -4.1544 0.8165
C 4.4389 2.1030 -0.6192
N 0.4508 1.5428 1.4601
H 0.3535 0.5812 -3.6579
H 2.2904 3.8699 0.3305
C 1.1663 -3.1399 1.2762
H 5.3502 -0.8247 0.8755
H -0.3013 -3.5972 -1.7919
C 3.2805 -1.6527 2.3462
N 2.5680 0.5821 -0.6253
H -2.7693 -3.6855 2.3487
C 1.9852 -3.6833 2.2761
N 0.4666 -1.3852 -0.2254
C 5.2355 1.1411 0.0913
H -5.1223 -1.2240 -0.8649
H 0.6347 4.4759 0.3119
C -2.8929 -3.6482 1.2660
C 1.1437 3.4047 2.7687
H 2.2751 -1.4687 -3.9387
H -4.3758 2.5328 1.1635
C 3.0341 -2.9024 2.8088
H -2.3675 1.0340 1.1185
H 2.7805 3.6099 -1.9664
H 0.0700 4.5376 -1.9344
H -4.0951 -0.9017 -2.2700
C -4.1128 -0.9583 -1.1808
H -0.2894 -0.0883 2.4700
C -0.0672 3.4575 -1.7791
O -1.7900 -1.5572 -1.1342
H 2.0145 2.1710 -2.6838
H 3.1011 -2.1843 -2.5635
H -4.9798 -2.0188 1.5374
H -0.5684 -2.9475 -3.4039
H -3.8603 0.0218 -0.7960
H -4.3899 -3.6653 -1.2600
H 0.3461 -3.7321 0.8819
H -3.7416 -1.5272 2.7057
C -1.3802 3.2015 -1.0724